Record 1
ORCA calculation (the ωB97M-V functional and the def2-TZVPD basis) on a single C5H6OS molecule.

- SMILES: C1=COC=CSC1
- Gap between HOMO and LUMO: 8.72 eV
- Energy relative to the best compared isomer or geometry (same formula, charge and spin): 44.18 kcal/mol

Last column: Mulliken charge in e.
Geometry (Å):
O 0.2325 0.8529 -1.4239  -0.360
H 1.0897 -0.7171 -2.2928  0.280
H 1.1508 -2.3559 -0.5322  0.293
H -0.7352 2.6496 -1.0064  0.283
H -1.8712 1.9255 0.9065  0.312
H 0.9869 -0.2933 1.7269  0.360
C -0.5287 1.6103 -0.5855  -0.023
C 0.7398 -1.3351 -0.2817  -0.144
C -1.1716 1.2361 0.5187  -0.392
C 0.3882 -1.0104 1.1414  -0.805
C 0.7435 -0.3756 -1.2857  -0.078
H 0.3119 -1.8868 1.7522  0.348
S -1.3366 -0.3001 1.3625  -0.074

Record 2
ORCA calculation (the ωB97M-V functional and the def2-TZVPD basis) on a molecular structure, C13H33ClIN4P2Ru.

- Gap between HOMO and LUMO (spin up / spin down): 8.72 / 5.17 eV
- Total charge: +3
- Spin multiplicity: 5

Last column: Mulliken spin population.
Geometry (Å):
C -0.8741 3.0425 1.1180  0.022
H -4.8307 3.6505 2.0573  -0.001
P 0.3290 1.3759 -1.8472  0.122
C -0.4666 2.9228 -2.4770  0.019
Ru -0.3044 0.1594 0.2443  1.922
H 1.0521 -2.8284 3.2297  0.005
C 1.2767 0.9245 1.2911  -0.133
H -3.0467 4.7893 2.9707  -0.001
H -1.3790 1.5367 3.1650  -0.005
C -4.1949 2.7920 1.8079  -0.009
H 2.2686 2.5751 -0.9856  -0.002
H 1.3930 -1.0690 3.1651  -0.001
H -3.5085 5.0663 0.6374  0.001
H -2.4108 2.0097 -0.9008  0.004
I -2.2795 -1.0902 -1.2579  0.862
H 0.8005 -0.5460 -3.2389  -0.002
H 1.9784 -2.1432 1.8576  0.000
H -0.7840 0.1771 -3.6501  0.004
N -1.6205 1.7281 1.0575  -0.036
C 1.1628 -1.9587 2.5673  0.023
C -2.7725 1.8528 0.1224  0.002
H 2.3630 2.3836 -2.7609  0.007
Cl 1.3556 -1.2586 -0.7717  0.025
H -1.4703 -0.9285 3.6674  0.001
H -0.3739 3.2221 0.1562  0.001
H -1.6436 -3.3923 0.4200  0.008
H -1.5349 2.7550 -2.6550  -0.003
C 2.0951 1.8842 -1.8185  0.022
H -0.0025 3.2034 -3.4356  0.007
H -2.7818 0.6377 2.4793  -0.007
N -1.7587 4.1900 1.4169  0.138
H -1.5601 3.9414 3.5055  0.007
C -2.3574 3.9634 2.7527  -0.009
H 1.5351 1.9277 0.9234  0.021
H -2.6587 -1.5820 2.4787  0.000
H -2.4099 4.3284 -0.5939  0.017
C -0.6360 -3.3308 0.8509  0.009
P -0.3869 -1.6810 1.6215  0.039
H -4.8013 1.8778 1.8388  0.001
H -0.3421 3.7608 -1.7829  0.000
H -1.6542 -2.6860 3.4548  0.008
H 2.7090 0.9864 -1.6875  -0.002
H 2.1659 0.2764 1.1961  0.007
C -2.8487 4.2188 0.4128  -0.010
H 0.7334 0.9548 -4.2190  0.001
H -0.1352 2.9772 1.9299  0.001
N -3.6563 2.9829 0.4492  0.239
N -3.1029 2.6927 2.8052  0.573
H -0.5115 -4.1141 1.6126  0.000
C -1.6679 -1.7192 2.9326  0.020
C 0.2615 0.3932 -3.3986  0.005
H 0.1107 -3.4706 0.0613  -0.001
H 0.9658 0.9815 2.3488  0.033
C -2.2062 1.5702 2.4428  0.041
H -3.3740 0.9367 0.1739  0.000

Record 3
ORCA calculation (the ωB97M-V functional and the def2-TZVPD basis) on 2 unconnected molecules or ions with the total composition C5H14O.

- SMILES: CCCCC.O
- Gap between HOMO and LUMO: 11.68 eV
- Energy relative to the best compared isomer or geometry (same formula, charge and spin): 25.93 kcal/mol

Last column: Mulliken charge in e.
Geometry (Å):
C 0.8288 1.5885 -0.3214  -1.239
H -1.7727 1.4076 0.3444  0.328
H -0.6407 -1.6081 2.9591  0.376
H -1.2813 -2.1407 1.4050  0.280
C -0.0185 0.3799 -0.6600  -0.592
H -1.9630 -0.3707 -0.2448  0.334
H -2.0266 0.1557 2.2200  0.354
H -0.3912 0.5949 -1.7519  0.292
H 0.9463 2.3788 -1.0844  0.353
C -1.3205 0.4191 0.1693  -0.897
H 1.1736 -1.3039 -2.8353  0.329
C -1.0982 0.0225 1.6500  -0.400
H 1.8369 1.3999 0.0891  0.304
H 0.5530 -0.5028 -0.5279  0.733
O 1.9166 -0.9014 -2.3628  -0.672
H 1.5778 -0.0069 -2.2337  0.341
H 0.3804 -1.5086 1.5241  0.293
C -0.6491 -1.4156 1.9032  -1.154
H 0.4146 2.2197 0.4919  0.376
H -0.5588 0.8870 2.1076  0.261

Record 4
ORCA calculation (the ωB97M-V functional and the def2-TZVPD basis) on a molecular structure, C39H39AuN5O2.

- Gap between HOMO and LUMO (spin up / spin down): 8.37 / 4.82 eV
- Total charge: +1
- Spin multiplicity: 3

Last column: Mulliken spin population.
Geometry (Å):
C 0.1113 3.5772 -1.3045  0.048
H -5.2392 2.3094 -1.6594  0.000
C 0.6786 1.2032 2.6106  -0.014
C 1.8082 -6.5282 0.8821  0.001
N -0.5911 -0.3647 4.5863  0.012
H -2.6069 0.5382 2.2806  0.004
C -1.0676 -1.5054 -4.5605  0.003
H 0.6942 2.0588 1.9324  -0.007
H 4.3151 -1.8660 -2.7110  0.000
H -3.0638 1.8816 -0.5867  -0.005
C 3.8313 -1.8464 -1.7422  0.002
C 0.4027 5.4145 0.2370  -0.004
N -1.8132 1.6169 3.8821  0.010
C -0.9168 -2.5327 -3.6506  -0.006
O -0.2317 -2.1932 0.6926  0.233
H -1.8530 0.7807 5.8006  0.000
H -1.1601 -3.5541 -3.9134  0.001
C 0.2052 -5.8197 2.5176  -0.001
H -1.3930 -1.4281 2.9690  0.007
C -0.1976 -3.3813 -1.3978  0.013
H -0.6640 -3.8779 2.1910  -0.001
H -3.2272 3.5399 -5.2297  0.000
C -1.8031 0.4429 4.7668  -0.003
C -3.1982 3.1665 -4.2139  0.004
C 1.6425 -5.3322 0.2005  0.003
C 0.3780 1.3462 -2.5219  -0.031
C 1.9448 -2.4303 -0.3536  0.027
C -0.5263 -0.8122 3.2085  -0.020
H 2.2272 -5.1422 -0.6934  0.000
C 1.2164 6.0654 -0.6777  -0.001
H 1.3024 1.1725 -1.9628  0.004
C 1.0913 -6.7739 2.0456  -0.001
C -1.7408 1.1616 2.5095  -0.018
H 1.5821 0.6108 2.4519  0.009
H 4.3227 -0.7761 1.4286  0.000
N -0.1169 -0.9961 -2.0500  0.122
H 0.3717 -1.4050 3.0443  -0.001
C -0.1455 4.1785 -0.0738  0.005
C 1.4655 5.4753 -1.9073  0.007
H -0.3583 -6.0047 3.4242  0.000
C 2.5843 -2.4428 -1.5855  -0.008
C 0.5639 -3.0530 -0.1036  -0.004
C -0.5409 2.2057 -1.6366  0.017
H 2.5063 -7.2680 0.5094  0.000
H 0.5275 0.8199 5.8995  0.000
C 0.5750 0.4827 4.8652  0.001
H -2.6795 -0.1716 4.5583  -0.001
C 0.0338 -4.6215 1.8313  0.006
H -0.6703 2.7667 5.2048  0.000
C 2.5911 -1.8279 0.7279  -0.022
Au -0.3436 -0.3100 0.0824  0.631
H 0.3194 -4.1842 -1.9257  0.001
H 2.0881 5.9780 -2.6359  0.000
C -4.3786 2.9440 -3.5185  -0.002
H 1.4856 -0.1020 4.7304  -0.001
H 1.2255 -7.7064 2.5803  0.000
C -1.9720 2.9228 -3.6133  0.001
H 5.4244 -0.7657 -0.7945  0.000
H -5.3328 3.1383 -3.9911  0.000
H -1.7260 2.0177 1.8366  -0.002
C -3.0988 2.2373 -1.6080  -0.009
C 0.7524 -4.3698 0.6694  0.023
H 0.6362 1.9018 -3.4180  -0.003
O -0.7704 1.5913 -0.4075  0.668
C 4.4550 -1.2299 -0.6685  -0.001
H -0.8038 3.6908 0.6322  0.001
H -1.4617 -1.7062 -5.5487  0.000
C 3.8319 -1.2282 0.5748  0.000
N 0.6193 1.6586 3.9839  0.011
C -0.1880 0.0102 -2.9436  0.025
H -1.1652 -3.7890 -1.0940  0.007
H 1.6484 7.0285 -0.4374  0.000
C -1.9154 2.4544 -2.3067  0.059
H -1.0668 3.1307 -4.1727  0.000
H 2.1137 -1.8592 1.7019  0.005
H 1.1336 3.8174 -3.1954  0.001
H -0.7465 0.5958 -4.9217  0.001
C -0.6773 -0.2185 -4.2136  0.001
H -0.6081 3.2959 3.5161  -0.001
C 0.9213 4.2356 -2.2203  -0.001
N -0.5048 0.3543 2.2742  0.192
H 0.1891 5.8704 1.1964  0.000
C -4.3251 2.4813 -2.2134  -0.005
C -0.4275 -2.2546 -2.3798  -0.002
H 2.1213 -2.9154 -2.4450  0.000
C -0.6210 2.4243 4.1725  0.003

Record 5
ORCA calculation (the ωB97M-V functional and the def2-TZVPD basis) on a single C5H13NS molecule.

- SMILES: CNCCCCS
- Gap between HOMO and LUMO: 9.57 eV
- Energy relative to the best compared isomer or geometry (same formula, charge and spin): 59.89 kcal/mol

Last column: Mulliken charge in e.
Geometry (Å):
C 1.1115 0.6555 -0.1157  -0.583
C 0.8118 -0.6965 -0.9272  -0.793
H -0.7777 2.2231 2.5229  0.360
C -0.3299 2.0778 1.5756  -0.621
H 1.6314 -1.5119 -0.5845  0.315
C -0.7512 -2.5306 -1.1307  -0.849
H -0.1096 -0.0978 1.4213  0.539
H -1.2559 -2.4108 -2.1834  0.219
H 0.7408 1.4734 -0.7496  0.357
H 0.4619 2.8211 1.1340  0.340
H 1.4186 0.7225 2.1467  0.321
H 0.0200 -3.1705 -1.3919  0.344
H -1.1742 -0.5770 -0.8203  0.164
N -0.4685 -1.2358 -0.5598  -0.044
H 2.2448 0.8010 -0.0659  0.319
H -1.5783 -2.9362 -0.3910  0.245
C 0.5591 0.7000 1.3920  -0.797
H -1.8321 2.5444 -0.1319  0.122
S -1.8811 1.6041 0.7983  -0.283
H 1.1586 -0.4557 -1.9392  0.325

Number 1: molecular weight 114.17 g mol⁻¹, total energy -18162.72195 eV. Number 2: molecular weight 570.81 g mol⁻¹, total energy -61729.54616 eV. Number 3: molecular weight 90.17 g mol⁻¹, total energy -7458.66103 eV. Number 4: molecular weight 806.74 g mol⁻¹, total energy -56305.58912 eV. Number 5: molecular weight 119.23 g mol⁻¹, total energy -17718.65390 eV.